# 1
# C21H15F3GeO3S4Ti

A structure of composition C21H15F3GeO3S4Ti at a distorted geometry (ωB97M-V/def2-TZVPD, the Open Molecules 2025 dataset).

Each line ends with the Löwdin charge.
Cartesian coordinates (Å):
Ti  -1.399  1.901  1.738  0.202
S  -2.848  2.150  5.986  0.335
C  -2.409  2.144  4.384  -1.815
S  -3.102  1.046  3.235  0.446
S  -1.234  3.242  3.734  0.453
C  0.014  0.794  2.275  -0.359
Ge  0.403  0.072  0.561  0.793
C  2.247  -0.762  0.565  -0.260
C  2.937  -1.156  -0.580  -0.131
C  4.144  -1.841  -0.497  -0.120
C  4.689  -2.131  0.747  -0.136
C  4.024  -1.729  1.899  -0.114
C  2.816  -1.052  1.804  -0.112
C  0.420  0.614  -1.400  -0.297
C  -0.501  0.074  -2.297  -0.113
C  -0.467  0.391  -3.647  -0.102
C  0.499  1.260  -4.133  -0.120
C  1.422  1.812  -3.257  -0.108
C  1.377  1.493  -1.908  -0.132
C  -0.667  -1.647  0.379  -0.252
C  -0.150  -2.815  -0.185  -0.110
C  -0.871  -4.002  -0.185  -0.122
C  -2.141  -4.045  0.374  -0.134
C  -2.684  -2.890  0.923  -0.100
C  -1.944  -1.715  0.933  -0.109
H  2.512  -0.932  -1.555  0.089
H  4.655  -2.160  -1.400  0.085
H  5.630  -2.667  0.816  0.081
H  4.451  -1.959  2.870  0.087
H  2.272  -0.737  2.691  0.077
H  -1.253  -0.615  -1.931  0.098
H  -1.202  -0.031  -4.324  0.091
H  0.528  1.511  -5.188  0.085
H  2.171  2.503  -3.631  0.090
H  2.105  1.923  -1.227  0.109
H  0.842  -2.796  -0.624  0.084
H  -0.440  -4.903  -0.612  0.084
H  -2.702  -4.973  0.394  0.081
H  -3.676  -2.918  1.361  0.093
H  -2.351  -0.829  1.404  0.031
F  -2.257  5.255  0.632  0.131
C  -2.839  4.109  0.271  -0.639
F  -3.825  4.408  -0.588  0.122
F  -3.402  3.559  1.360  0.064
S  -1.593  2.921  -0.491  0.481
O  -1.564  3.295  -1.865  -0.230
O  -2.217  1.646  -0.133  -0.348
O  -0.418  3.185  0.323  -0.332

## Properties
gap between HOMO and LUMO: 0.203 hartree
molecular weight: 621.1 g/mol
net charge: -2
2S+1: 1

# 2
# C4H13N3

An isolated molecule of C4H13N3 (ωB97M-V/def2-TZVPD, the Open Molecules 2025 dataset).

Each line ends with the Löwdin charge.
Cartesian coordinates (Å):
N  -0.170  0.472  -1.477  0.045
C  0.341  0.068  -0.177  -0.441
C  -0.783  -0.415  0.727  -0.191
C  -1.973  0.531  0.818  -0.296
N  -1.727  1.806  1.500  -0.006
C  1.478  -0.955  -0.228  -0.249
N  2.409  -0.665  -1.336  -0.014
H  0.597  0.864  -2.011  0.064
H  -0.555  -0.297  -2.015  0.078
H  0.767  0.975  0.264  0.131
H  -0.387  -0.648  1.722  0.116
H  -1.136  -1.387  0.339  0.114
H  -2.365  0.757  -0.165  0.095
H  -2.732  0.009  1.395  0.102
H  -1.447  1.651  2.464  0.060
H  -0.926  2.272  1.087  0.053
H  2.065  -0.988  0.691  0.114
H  1.050  -1.953  -0.342  0.104
H  3.348  -0.929  -1.078  0.057
H  2.147  -1.170  -2.177  0.064

## Properties
gap between HOMO and LUMO: 0.367 hartree
SMILES string: NCC[C@H](N)CN
energy relative to the best compared isomer or geometry (same formula, charge and spin): 0.329 eV
molecular weight: 103.2 g/mol
2S+1: 1

# 3
# C3H6O3

The ion C3H6O3 with charge +1 (ωB97M-V/def2-TZVPD, the Open Molecules 2025 dataset).

Each line ends with the Löwdin spin population.
Cartesian coordinates (Å):
O  0.900  -1.275  -1.171  0.138
C  0.111  -0.371  -1.170  0.023
O  -0.072  0.483  -2.145  0.012
C  -0.732  -0.030  0.043  0.044
C  0.080  0.504  1.176  0.143
O  0.766  -0.402  1.925  0.484
H  0.409  0.148  -2.925  0.000
H  -1.452  0.741  -0.216  0.009
H  -1.298  -0.887  0.389  0.003
H  0.871  1.204  0.784  0.094
H  -0.522  1.129  1.863  0.046
H  0.939  -1.245  1.448  0.002

## Properties
gap between HOMO and LUMO (spin up / spin down): 0.479 / 0.196 hartree
energy relative to the best compared isomer or geometry (same formula, charge and spin): 0.000 eV
molecular weight: 90.1 g/mol
net charge: +1
2S+1: 2

# 4
# C2H3FS3

An isolated molecule of C2H3FS3 at a distorted geometry (ωB97M-V/def2-TZVPD, the Open Molecules 2025 dataset).

Each line ends with the Löwdin charge.
Cartesian coordinates (Å):
C  0.139  0.100  0.966  -0.578
C  0.919  0.110  -0.083  -0.387
F  0.856  0.911  -1.108  0.019
S  -1.232  1.140  0.804  0.549
S  -2.346  -0.108  -0.710  0.114
S  -1.228  -1.542  -1.405  0.070
H  -0.064  -0.575  1.867  0.101
H  1.753  -0.599  -0.281  0.135
H  -2.266  0.861  -1.861  -0.024

## Properties
gap between HOMO and LUMO: 0.301 hartree
energy relative to the best compared isomer or geometry (same formula, charge and spin): 1.492 eV
molecular weight: 142.2 g/mol
2S+1: 1

# 5
# C7H10

An isolated molecule of C7H10 at a distorted geometry (ωB97M-V/def2-TZVPD, the Open Molecules 2025 dataset).

Each line ends with the Löwdin charge.
Cartesian coordinates (Å):
C  -0.367  -0.727  1.509  -0.041
C  0.117  0.204  0.384  -0.254
C  -1.379  -1.607  1.599  -0.111
C  -1.801  -2.808  1.461  -0.029
C  1.319  0.819  0.238  -0.112
C  -0.779  0.306  -0.807  -0.094
C  1.490  1.776  -0.930  -0.127
H  0.042  -0.396  2.392  0.069
H  -2.879  -3.001  1.605  0.062
H  -1.019  -3.546  1.149  0.088
H  2.203  0.706  0.826  0.090
H  -1.072  1.308  -1.063  0.065
H  -1.719  -0.161  -0.669  0.058
H  -0.453  -0.044  -1.776  0.088
H  2.318  2.562  -0.945  0.086
H  0.504  2.304  -1.102  0.072
H  1.742  1.180  -1.867  0.092

## Properties
gap between HOMO and LUMO: 0.334 hartree
SMILES string: C=C=C/C(C)=C/C
energy relative to the best compared isomer or geometry (same formula, charge and spin): 3.457 eV
molecular weight: 94.2 g/mol
2S+1: 1

# 6
# C19H37FNO20S2

A structure of composition C19H37FNO20S2 at a distorted geometry (ωB97M-V/def2-TZVPD, the Open Molecules 2025 dataset).

Each line ends with the Löwdin charge.
Cartesian coordinates (Å):
O  -5.209  2.668  -0.336  0.086
C  -4.438  3.479  -0.661  -0.334
C  -3.178  3.172  -1.439  -0.175
S  -1.842  3.347  -0.222  0.477
O  -2.400  2.864  1.012  -0.328
O  -1.526  4.748  -0.229  -0.330
N  -0.637  2.444  -0.761  -0.314
S  0.478  2.098  0.354  0.490
O  1.736  1.944  -0.318  -0.334
O  0.104  0.921  1.091  -0.355
C  0.719  3.404  1.560  -0.208
C  1.553  4.570  1.021  -0.221
F  0.856  5.738  1.211  -0.060
H  -4.553  4.540  -0.391  0.129
H  -3.200  2.191  -1.888  0.102
H  -3.007  3.973  -2.145  0.092
H  -0.204  3.827  1.925  0.086
H  1.211  2.932  2.396  0.095
H  1.769  4.416  -0.026  0.112
H  2.457  4.658  1.604  0.110
C  2.118  -0.873  2.167  -0.023
O  3.295  -1.634  1.827  0.013
C  3.060  -2.638  0.997  -0.611
O  1.993  -2.933  0.525  0.119
O  4.217  -3.276  0.764  -0.005
C  4.097  -4.386  -0.125  -0.049
H  2.433  -0.083  2.843  0.094
H  1.677  -0.425  1.288  0.054
H  1.393  -1.507  2.677  0.102
H  3.745  -4.061  -1.103  0.098
H  3.429  -5.140  0.288  0.096
H  5.089  -4.819  -0.236  0.086
C  -7.525  0.711  0.825  -0.023
O  -8.506  -0.109  0.169  0.009
C  -9.601  0.535  -0.211  -0.625
O  -9.835  1.705  -0.055  0.121
O  -10.417  -0.348  -0.805  -0.004
C  -11.642  0.212  -1.267  -0.055
H  -6.689  0.067  1.081  0.099
H  -7.172  1.495  0.164  0.070
H  -7.935  1.138  1.739  0.098
H  -11.457  0.981  -2.015  0.095
H  -12.217  0.622  -0.438  0.094
H  -12.207  -0.597  -1.724  0.089
C  5.264  9.174  -1.980  -0.050
O  4.709  9.569  -0.727  -0.004
C  3.989  8.613  -0.125  -0.622
O  3.798  7.508  -0.552  0.135
O  3.531  9.104  1.024  0.002
C  2.732  8.185  1.781  -0.034
H  5.819  10.026  -2.363  0.089
H  5.946  8.335  -1.852  0.096
H  4.477  8.915  -2.686  0.097
H  3.314  7.307  2.054  0.094
H  1.845  7.892  1.227  0.086
H  2.427  8.702  2.687  0.093
C  -0.796  -2.210  -0.187  -0.027
O  -1.939  -2.550  -0.997  0.015
C  -1.712  -3.459  -1.929  -0.625
O  -0.669  -4.015  -2.158  0.120
O  -2.862  -3.667  -2.596  -0.006
C  -2.762  -4.629  -3.638  -0.062
H  -1.123  -1.459  0.526  0.090
H  -0.435  -3.081  0.351  0.082
H  -0.004  -1.788  -0.798  0.097
H  -2.479  -5.603  -3.240  0.093
H  -2.045  -4.308  -4.393  0.094
H  -3.746  -4.706  -4.094  0.088
C  5.641  -10.315  -0.690  -0.045
O  5.176  -9.107  -0.089  0.005
C  5.892  -8.704  0.962  -0.623
O  6.857  -9.264  1.415  0.121
O  5.352  -7.577  1.420  -0.001
C  6.018  -7.018  2.555  -0.035
H  4.978  -10.528  -1.523  0.092
H  6.656  -10.191  -1.065  0.097
H  5.598  -11.139  0.020  0.096
H  7.047  -6.761  2.308  0.099
H  5.989  -7.709  3.395  0.097
H  5.481  -6.112  2.821  0.094

## Properties
gap between HOMO and LUMO: 0.292 hartree
energy relative to the best compared isomer or geometry (same formula, charge and spin): 0.593 eV
molecular weight: 682.6 g/mol
net charge: -1
2S+1: 1